# 1
Formula: C3H3NO2
Source: the Open Molecules 2025 dataset
Level of theory: the ωB97M-V functional and the def2-TZVPD basis

Last columns: bonded neighbours and bond lengths (Å).
Element x y z (Å)
1 O 2.257 -0.254 0.316  C2 1.214
2 C 1.052 -0.397 0.322  O1 1.214, N3 1.372, C6 1.543
3 N 0.349 -1.555 0.537  C2 1.372, O4 1.411
4 O -0.992 -1.210 0.266  N3 1.411, C5 1.267
5 C -1.180 -0.026 -0.142  O4 1.267, C6 1.460, H8 1.087
6 C 0.085 0.700 -0.173  C2 1.543, C5 1.460, H7 1.092, H9 1.094
7 H 0.552 0.839 -1.151  C6 1.092
8 H -2.214 0.268 -0.305  C5 1.087
9 H 0.057 1.680 0.314  C6 1.094

Calculated total energy   -8741.123 eV
Energy above the lowest of the compared OMol25 structures with the same formula, charge and spin   4.0080 eV
LUMO (spin up / spin down)   -0.9954 / -0.9948 eV

# 2
Formula: C3H3NO2S
Source: the Open Molecules 2025 dataset
Level of theory: the ωB97M-V functional and the def2-TZVPD basis

Last columns: bonded neighbours and bond lengths (Å).
Element x y z (Å)
1 C -1.673 0.246 -1.052  N4 1.304, S7 1.782, H8 1.077
2 C 0.315 0.250 -0.183  C3 1.783, N4 1.250, O5 1.325
3 C -0.344 -1.302 0.399  C2 1.783, O6 1.295, S7 1.654
4 N -0.522 0.840 -0.901  C1 1.304, C2 1.250
5 O 1.477 0.563 0.371  C2 1.325, H9 0.967
6 O 0.278 -2.068 1.238  C3 1.295, H10 1.068
7 S -1.877 -1.317 -0.220  C1 1.782, C3 1.654
8 H -2.364 0.450 -1.852  C1 1.077
9 H 1.453 1.497 0.120  O5 0.967
10 H -0.355 -2.882 1.514  O6 1.068

Calculated total energy   -19576.466 eV
SMILES string   Oc1ncsc1O
Energy above the lowest of the compared OMol25 structures with the same formula, charge and spin   4.3104 eV
LUMO   0.1306 eV

# 3
Formula: C3H3NO2S
Source: the Open Molecules 2025 dataset
Level of theory: the ωB97M-V functional and the def2-TZVPD basis

Last columns: bonded neighbours and bond lengths (Å).
Element x y z (Å)
1 C 1.103 0.016 -0.018  C2 1.351, C3 1.428, H8 1.073
2 C 0.458 1.201 0.055  C1 1.351, O5 1.320, H9 1.088
3 C 0.397 -1.200 0.233  C1 1.428, N4 1.280, H10 1.087
4 N -0.868 -1.273 0.420  C3 1.280, S7 1.633
5 O -0.798 1.358 0.429  C2 1.320, S7 1.766
6 O -2.440 -0.083 -1.263  S7 1.686
7 S -1.905 -0.015 0.335  N4 1.633, O5 1.766, O6 1.686
8 H 2.144 -0.009 -0.276  C1 1.073
9 H 0.957 2.140 -0.175  C2 1.088
10 H 0.952 -2.134 0.260  C3 1.087

Calculated total energy   -19576.976 eV
Energy above the lowest of the compared OMol25 structures with the same formula, charge and spin   3.8002 eV
LUMO   -0.4620 eV

Q: Which value of energy above the lowest of the compared OMol25 structures with the same formula, charge and spin does entry 1 give?
A: 4.0080 eV